The following is a quantum chemistry calculation of a structure of composition C24H48Cu2O17S3, from OMol25.

Element x y z (Å)
Cu: 19.297 -9.011 -3.010
Cu: 19.515 -11.059 -8.033
S: 19.477 -9.929 -5.546
O: 18.566 -9.790 -6.681
O: 18.911 -10.552 -4.327
O: 20.442 -10.827 -6.185
O: 19.983 -8.645 -5.000
C: 16.325 -13.686 -6.924
C: 17.333 -14.810 -7.190
C: 18.618 -14.061 -7.576
O: 18.451 -12.662 -7.198
C: 17.238 -12.586 -6.420
H: 15.485 -13.929 -6.281
H: 15.956 -13.421 -7.919
H: 16.955 -15.490 -7.948
H: 17.552 -15.348 -6.268
H: 18.923 -14.116 -8.621
H: 19.420 -14.520 -6.996
H: 16.744 -11.617 -6.356
H: 17.550 -12.770 -5.386
C: 20.154 -7.100 -8.775
C: 21.582 -7.502 -8.450
C: 21.703 -8.935 -8.910
O: 20.347 -9.418 -9.188
C: 19.587 -8.235 -9.618
H: 20.050 -6.120 -9.234
H: 19.491 -7.118 -7.904
H: 21.757 -7.349 -7.384
H: 22.352 -6.894 -8.925
H: 22.129 -9.645 -8.203
H: 22.200 -9.021 -9.878
H: 18.531 -8.430 -9.461
H: 19.781 -8.035 -10.674
C: 22.934 -13.853 -8.301
C: 23.186 -13.198 -9.661
C: 21.842 -12.637 -10.056
O: 21.199 -12.319 -8.786
C: 21.890 -12.952 -7.690
H: 23.848 -13.980 -7.732
H: 22.477 -14.810 -8.590
H: 23.551 -13.844 -10.457
H: 23.939 -12.451 -9.386
H: 21.165 -13.385 -10.478
H: 21.875 -11.762 -10.702
H: 21.405 -13.298 -6.777
H: 22.439 -12.104 -7.242
C: 16.719 -5.342 -3.015
C: 16.124 -6.142 -4.206
C: 17.066 -7.352 -4.378
O: 17.899 -7.390 -3.185
C: 18.050 -6.056 -2.729
H: 16.085 -5.214 -2.141
H: 16.871 -4.330 -3.391
H: 16.176 -5.612 -5.154
H: 15.099 -6.476 -4.061
H: 17.704 -7.232 -5.253
H: 16.556 -8.315 -4.376
H: 18.840 -5.545 -3.291
H: 18.282 -5.915 -1.673
C: 16.211 -10.308 -0.194
C: 16.008 -11.370 -1.251
C: 17.371 -11.440 -1.953
O: 17.648 -10.045 -2.056
C: 17.212 -9.321 -0.837
H: 16.602 -10.756 0.717
H: 15.237 -9.841 -0.062
H: 15.303 -11.008 -2.000
H: 15.742 -12.307 -0.765
H: 17.260 -11.885 -2.936
H: 18.110 -11.945 -1.325
H: 16.639 -8.495 -1.251
H: 18.033 -8.973 -0.215
C: 20.592 -12.891 -2.587
C: 21.129 -13.527 -3.867
O: 20.100 -14.348 -4.372
S: 19.127 -14.855 -3.152
O: 19.366 -16.216 -2.836
O: 17.820 -14.343 -3.430
O: 19.836 -13.928 -1.996
H: 19.880 -12.094 -2.845
H: 21.310 -12.426 -1.915
H: 22.024 -14.095 -3.602
H: 21.462 -12.749 -4.554
C: 21.441 -4.715 -5.094
C: 22.509 -5.794 -4.903
O: 23.668 -5.317 -5.535
S: 23.573 -3.772 -6.069
O: 23.517 -3.686 -7.498
O: 24.543 -2.988 -5.361
O: 22.052 -3.530 -5.499
H: 20.928 -4.519 -4.149
H: 20.668 -5.104 -5.764
H: 22.150 -6.735 -5.327
H: 22.635 -6.033 -3.845

Cartesian forces, eV/Å:
Cu -2.4 -0.9 -1.9
Cu 0.8 0.0 -0.1
S 1.3 -1.4 -1.0
O -2.2 1.2 -0.8
O -0.4 0.0 0.9
O 2.2 0.0 1.5
O 0.3 0.6 0.6
C 0.9 0.1 -1.1
C -0.2 0.3 0.4
C 0.4 -0.9 -0.1
O -0.1 0.5 -1.0
C -0.8 -0.1 1.7
H 0.1 0.0 0.2
H -0.4 0.3 0.2
H 0.3 -0.1 0.0
H -0.2 -0.2 -0.1
H -0.3 0.2 -0.1
H 0.2 0.5 0.1
H 0.5 0.3 -0.9
H -0.1 -0.3 0.0
C -1.3 -0.2 0.2
C 0.5 0.5 0.6
C -0.2 -1.0 -0.4
O -0.9 -0.2 0.5
C 0.6 0.1 -0.4
H 0.1 -0.1 -0.2
H 0.5 0.3 0.4
H 0.0 -0.4 0.0
H -0.2 0.1 -0.3
H 0.1 0.2 0.0
H 0.3 0.1 0.2
H 0.0 0.0 0.0
H 0.0 -0.5 -0.1
C -1.3 -1.4 -1.6
C 0.6 0.6 0.6
C -0.4 -0.4 0.3
O -2.1 0.5 1.0
C 2.9 1.9 1.0
H -0.1 -0.1 0.2
H 0.2 -0.3 0.8
H 0.2 -0.1 0.3
H -0.2 0.4 -1.0
H 0.4 -0.1 -0.4
H -0.1 0.1 0.2
H -1.3 -0.5 -0.9
H 0.2 -0.1 0.0
C 0.0 0.2 -1.1
C 0.3 -0.7 0.0
C -0.3 -0.1 0.3
O 0.6 -0.5 0.7
C -0.3 2.1 0.0
H -0.2 -0.5 0.0
H 0.3 0.0 0.3
H -0.2 0.4 0.2
H 0.0 0.1 0.2
H 0.1 -0.1 0.0
H 0.0 0.0 -0.3
H 0.1 -0.3 -0.1
H 0.2 -0.9 0.1
C 0.2 0.4 0.0
C 0.9 -0.4 -0.2
C -1.2 -0.5 0.8
O 2.2 1.9 0.0
C -1.7 -0.7 -0.7
H -0.2 0.2 0.1
H 0.2 0.2 0.7
H -0.3 -0.4 0.1
H -0.3 -0.1 -0.5
H 0.5 0.1 -0.1
H 0.1 0.0 -0.2
H 0.3 0.3 0.2
H 0.2 -0.3 0.0
C -1.1 0.9 -1.1
C 1.7 0.9 1.1
O -0.8 -0.3 0.4
S 0.8 0.9 0.4
O -0.2 0.6 -0.3
O 0.5 -0.3 0.1
O -0.5 -1.2 -0.1
H 0.1 -0.1 -0.2
H 0.3 -0.8 0.2
H -0.2 -0.4 -0.2
H -0.5 -0.2 -0.4
C -1.0 -0.8 0.9
C -0.8 -0.3 0.4
O 0.5 0.4 -0.5
S 0.2 0.6 0.1
O 0.0 -0.7 1.1
O -1.3 -0.9 -0.5
O 1.2 0.3 -0.5
H 0.1 0.1 0.0
H 0.2 0.6 -0.5
H 0.4 0.1 -0.5
H 0.7 0.5 0.0

## Properties
**Charge**: +2
**LUMO (spin up / spin down)**: -6.73 / -9.16 eV
**Relative energy (zero: lowest compared OMol25 entry of this formula, charge and spin)**: 0.000 eV
**Spin multiplicity**: 3
**Frontier orbital gap (spin up / spin down)**: 0.30133 / 0.21210 Eh

Formally, the Mulliken partial charges of the atoms, in units of the elementary charge, are as follows:
1. Cu 0.2754
2. Cu 0.3331
3. S 1.7856
4. O -0.5994
5. O -0.7648
6. O -0.7986
7. O -0.5279
8. C -0.6963
9. C -0.7564
10. C -0.5153
11. O 0.4700
12. C -0.2711
13. H 0.4075
14. H 0.3298
15. H 0.4603
16. H 0.1433
17. H 0.4953
18. H 0.0656
19. H 0.4187
20. H -0.1727
21. C -0.0300
22. C -0.0581
23. C -0.3144
24. O 0.0003
25. C -0.9305
26. H 0.5506
27. H -0.2860
28. H -0.4185
29. H 0.4761
30. H 0.1944
31. H 0.3744
32. H 0.5150
33. H 0.1959
34. C -0.7810
35. C -0.6061
36. C -0.5726
37. O 0.5895
38. C 0.0244
39. H 0.3932
40. H 0.3076
41. H 0.4128
42. H 0.2647
43. H 0.2837
44. H 0.2745
45. H -0.1935
46. H 0.1450
47. C -0.6634
48. C -0.6107
49. C -0.4190
50. O 0.6845
51. C -0.3484
52. H 0.2908
53. H 0.3608
54. H 0.3682
55. H 0.2913
56. H -0.0406
57. H 0.3096
58. H -0.1117
59. H 0.4774
60. C -0.6794
61. C -0.6437
62. C -0.0100
63. O 0.2365
64. C -0.2371
65. H 0.3223
66. H 0.3314
67. H 0.3571
68. H 0.3784
69. H -0.2719
70. H 0.2377
71. H -0.0026
72. H 0.4046
73. C 0.3785
74. C -0.0309
75. O -0.1875
76. S 0.9539
77. O -0.5571
78. O -0.4919
79. O -0.3786
80. H -0.3855
81. H 0.4932
82. H 0.2847
83. H -0.0061
84. C -0.0706
85. C 0.2815
86. O -0.3769
87. S 1.0769
88. O -0.5017
89. O -0.5057
90. O -0.4059
91. H 0.1881
92. H 0.2589
93. H -0.2431
94. H 0.3205


The following is a quantum chemistry calculation of a cluster of 2 separate species, C24H48N2O8 in total, from OMol25.

Element x y z (Å)
C: -0.908 4.127 2.649
C: -2.385 4.083 2.259
N: -2.630 3.400 0.988
C: -2.163 2.032 0.948
O: -2.498 1.335 2.096
C: -1.509 0.383 2.553
C: -2.118 -0.886 3.144
N: -2.361 -1.926 2.166
C: -1.202 -2.746 1.886
C: -1.189 -3.146 0.424
C: -1.076 -1.949 -0.502
O: -0.089 -4.059 0.191
O: -2.793 1.390 -0.145
C: -2.494 1.860 -1.443
C: -3.355 0.963 -2.338
O: -3.193 1.259 -3.715
C: -2.683 0.186 -4.466
C: -1.024 1.716 -1.808
O: -0.252 2.840 -1.402
C: 1.132 2.542 -1.367
C: 1.541 1.784 -0.105
C: 3.025 1.353 -0.096
C: 3.207 -0.103 0.360
C: 2.715 -0.264 1.809
C: 4.639 -0.615 0.205
C: 5.202 -0.804 -1.222
C: 4.487 -1.915 -1.947
C: 3.438 -1.798 -2.752
C: 3.062 -0.499 -3.426
C: 2.526 -2.959 -3.034
H: -0.383 4.953 2.164
H: -0.824 4.270 3.730
H: -0.386 3.198 2.422
H: -2.969 3.663 3.084
H: -2.723 5.117 2.124
H: -3.636 3.346 0.854
H: -1.075 2.014 0.832
H: -0.880 0.099 1.697
H: -0.896 0.891 3.311
H: -3.078 -0.667 3.612
H: -1.449 -1.239 3.941
H: -3.108 -2.489 2.681
H: -1.165 -3.639 2.525
H: -0.282 -2.173 2.099
H: -2.124 -3.671 0.196
H: -0.036 -1.599 -0.536
H: -1.748 -1.157 -0.167
H: -1.366 -2.222 -1.528
H: -0.283 -4.534 -0.622
H: -2.812 2.899 -1.607
H: -4.400 1.112 -2.055
H: -3.114 -0.083 -2.116
H: -2.512 0.547 -5.482
H: -1.733 -0.187 -4.059
H: -3.389 -0.654 -4.497
H: -0.908 1.580 -2.892
H: -0.664 0.803 -1.321
H: 1.658 3.502 -1.398
H: 1.423 1.983 -2.266
H: 1.333 2.430 0.751
H: 0.921 0.891 0.006
H: 3.480 1.522 -1.078
H: 3.558 1.987 0.624
H: 2.555 -0.725 -0.269
H: 3.200 -1.112 2.295
H: 1.640 -0.459 1.835
H: 2.878 0.648 2.391
H: 5.313 0.037 0.776
H: 4.689 -1.603 0.677
H: 5.180 0.134 -1.788
H: 6.257 -1.073 -1.104
H: 4.895 -2.911 -1.790
H: 3.950 -0.037 -3.865
H: 2.320 -0.685 -4.204
H: 2.635 0.221 -2.728
H: 1.503 -2.647 -2.813
H: 2.756 -3.817 -2.404
H: 2.546 -3.269 -4.087
C: -3.950 -3.197 5.048
O: -3.042 -2.459 5.612
O: -4.650 -4.025 5.733
O: -4.160 -3.100 3.742

Cartesian forces, eV/Å:
C 0.0 0.1 0.2
C 0.1 0.3 0.0
N -0.2 -0.1 0.2
C 0.0 -0.1 0.5
O -0.1 0.0 -0.3
C -0.1 -0.2 0.0
C 0.3 0.3 -0.2
N -0.2 0.2 -0.2
C 0.0 0.3 0.3
C 0.0 -0.2 -0.2
C 0.0 0.0 -0.4
O 0.0 0.0 0.0
O 0.0 0.1 -0.1
C 0.1 0.0 -0.4
C -0.1 -0.2 0.3
O 0.0 0.1 -0.1
C 0.0 -0.1 0.0
C 0.1 -0.2 0.0
O 0.0 -0.1 0.0
C 0.0 0.1 0.2
C 0.2 -0.1 -0.1
C -0.1 0.0 0.3
C -0.2 0.0 -0.3
C -0.2 0.0 -0.2
C 0.1 -0.1 0.1
C 0.1 0.1 -0.3
C 0.5 0.0 0.1
C -0.2 0.0 -0.2
C -0.1 0.0 0.4
C 0.2 -0.1 -0.4
H 0.0 -0.1 -0.1
H 0.0 0.1 -0.1
H -0.1 0.0 0.0
H 0.1 -0.2 -0.1
H -0.1 -0.1 0.1
H 0.0 0.0 0.0
H 0.0 0.1 -0.2
H 0.1 0.1 0.1
H 0.0 0.0 -0.1
H 0.1 0.0 0.2
H -0.2 0.1 0.2
H -0.2 -0.3 0.1
H 0.0 0.0 -0.1
H 0.0 -0.1 -0.1
H 0.0 0.0 0.2
H 0.0 0.1 0.1
H 0.0 0.0 0.1
H 0.1 0.0 0.0
H 0.0 0.0 0.0
H 0.2 0.0 0.2
H 0.0 0.0 0.0
H 0.1 0.0 -0.1
H 0.0 0.0 0.0
H 0.0 0.0 0.0
H 0.0 0.0 0.0
H -0.1 0.1 0.0
H 0.0 -0.1 0.0
H -0.1 0.0 0.0
H 0.0 -0.1 0.0
H -0.1 -0.1 0.0
H -0.1 0.1 0.0
H 0.0 0.0 0.0
H 0.1 0.0 -0.2
H 0.1 0.0 0.0
H 0.0 0.1 0.1
H 0.0 0.0 0.0
H 0.2 -0.1 0.1
H 0.0 0.0 -0.1
H 0.0 0.1 0.1
H -0.1 0.0 0.1
H 0.0 0.1 -0.1
H -0.5 -0.1 0.6
H -0.1 0.0 -0.1
H 0.1 0.1 0.0
H -0.1 0.0 0.0
H -0.1 -0.1 0.1
H 0.0 0.0 0.0
H 0.0 0.1 0.1
C 0.1 -0.1 0.3
O -0.2 -0.1 -0.5
O 0.0 0.1 -0.1
O 0.2 0.0 0.0

## Properties
**Charge**: -2
**LUMO**: 3.60 eV
**Spin multiplicity**: 1
**Frontier orbital gap**: 0.07678 Eh

Formally, the Mulliken partial charges of the atoms, in units of the elementary charge, are as follows:
1. C -0.7257
2. C -0.4312
3. N -0.3326
4. C 0.1038
5. O -0.3818
6. C 1.7231
7. C -1.7880
8. N -0.0078
9. C -0.5339
10. C 0.0173
11. C -0.0817
12. O -0.6044
13. O -0.4240
14. C 0.0024
15. C -0.7132
16. O -0.4039
17. C -0.5847
18. C -0.0942
19. O -0.3891
20. C -1.0837
21. C 1.2301
22. C -1.1365
23. C 2.1175
24. C -1.3707
25. C -1.4559
26. C -0.6884
27. C -0.7179
28. C 1.1321
29. C -1.0159
30. C -1.4438
31. H 0.2779
32. H 0.3450
33. H -0.0513
34. H 0.3464
35. H 0.3860
36. H 0.2689
37. H 0.1652
38. H -0.7365
39. H 0.1661
40. H 0.3279
41. H 0.4039
42. H 0.4201
43. H 0.3699
44. H -0.0630
45. H 0.3083
46. H -0.4740
47. H 0.1166
48. H 0.4114
49. H 0.3249
50. H 0.3888
51. H 0.3930
52. H 0.2292
53. H 0.2298
54. H 0.2226
55. H 0.3120
56. H 0.4727
57. H -0.0026
58. H 0.2783
59. H 0.3021
60. H 0.2837
61. H -0.8386
62. H 0.3958
63. H 0.3155
64. H -0.6538
65. H 0.4700
66. H 0.1465
67. H 0.2593
68. H 0.3367
69. H 0.4318
70. H 0.3554
71. H 0.4039
72. H 0.3713
73. H 0.3332
74. H 0.4374
75. H -0.1123
76. H 0.2482
77. H 0.4079
78. H 0.3600
79. C 0.5450
80. O -0.7878
81. O -0.8728
82. O -0.8927


Values of F_max, in order: 3.6 0.8, all in eV/A.